Below is an isolated molecule of C3H2INS, with properties calculated with ωB97M-V/def2-TZVPD.

HOMO energy (spin up / spin down) ... -8.144 / -8.147 eV
F_max ... 4.16 eV Å⁻¹
Frontier orbital gap (spin up / spin down) ... 7.1 / 7.0 eV
Energy relative to the best compared isomer or geometry (same formula, charge and spin) ... 569.2 kJ/mol

Positions of all 8 atoms, in Å:
C  0.506  -0.896  -0.775
C  1.341  -0.475  0.171
C  -1.436  0.652  0.006
N  0.983  0.481  1.106
S  -0.339  1.273  1.186
I  -3.373  1.160  -0.443
H  -0.065  -1.354  -1.633
H  2.383  -0.840  0.382

***

Below is C3H2LaLiO3 as an isolated structure, with properties calculated with ωB97M-V/def2-TZVPD.

HOMO energy (spin up / spin down) ... -16.567 / -14.931 eV
F_max ... 4.86 eV Å⁻¹
Frontier orbital gap (spin up / spin down) ... 7.4 / 5.8 eV
Total charge ... +2
Energy relative to the best compared isomer or geometry (same formula, charge and spin) ... 0.0 kJ/mol

Positions of all 10 atoms, in Å:
O  -1.388  -0.931  -1.131
O  0.218  0.933  0.593
C  0.495  -0.016  1.489
C  0.227  0.761  -0.808
O  0.606  -1.198  1.165
C  -0.471  -0.120  -1.565
La  0.728  0.963  4.197
H  -0.329  0.006  -2.655
H  0.479  1.726  -1.293
Li  -0.565  -2.124  0.009

***

Below is C3H2LiNaO3 as an isolated structure, with properties calculated with ωB97M-V/def2-TZVPD.

HOMO energy ... -8.049 eV
F_max ... 2.20 eV Å⁻¹
Frontier orbital gap ... 6.9 eV
Energy relative to the best compared isomer or geometry (same formula, charge and spin) ... 0.2 kJ/mol

Positions of all 10 atoms, in Å:
O  -0.700  -0.753  -1.010
C  -1.605  -0.880  -0.063
O  -2.689  -1.450  -0.314
O  -1.403  -0.342  1.085
Li  -3.195  -1.021  1.531
H  0.131  -0.159  -0.723
Na  0.400  0.910  1.811
C  3.069  1.182  -0.814
C  1.939  1.061  -0.340
H  4.053  1.452  -1.162

***

Below is C3H2LiO3 as an isolated structure, with properties calculated with ωB97M-V/def2-TZVPD.

HOMO energy ... -14.177 eV
F_max ... 5.45 eV Å⁻¹
Frontier orbital gap ... 7.9 eV
Total charge ... +1
Energy relative to the best compared isomer or geometry (same formula, charge and spin) ... 249.0 kJ/mol

Positions of all 9 atoms, in Å:
C  1.035  -1.286  0.761
C  -0.152  -1.218  0.355
O  -0.879  -0.588  -0.458
C  -0.215  1.021  -0.952
O  1.007  1.175  -0.786
O  -1.197  1.600  -0.599
H  1.564  -1.573  1.660
Li  -2.626  0.675  0.046
H  1.464  0.194  -0.027

***

Below is C3H2MgO2 as an isolated structure, with properties calculated with ωB97M-V/def2-TZVPD.

HOMO energy (spin up / spin down) ... -13.574 / -14.440 eV
F_max ... 2.11 eV Å⁻¹
Frontier orbital gap (spin up / spin down) ... 6.8 / 7.5 eV
Total charge ... +1
<S²> ... 0.7570
Spin multiplicity ... 2
Energy relative to the best compared isomer or geometry (same formula, charge and spin) ... 146.0 kJ/mol

Positions of all 8 atoms, in Å:
O  1.922  -0.179  0.192
C  0.652  -0.684  0.119
C  -0.328  0.355  -0.320
C  -1.621  0.494  -0.073
O  -2.723  0.725  0.178
Mg  1.534  1.653  -0.124
H  0.292  -1.244  1.006
H  0.272  -1.119  -0.979

***

Below is an isolated molecule of C3H2N2O, with properties calculated with ωB97M-V/def2-TZVPD.

HOMO energy ... -12.046 eV
F_max ... 8.28 eV Å⁻¹
Frontier orbital gap ... 11.8 eV
Energy relative to the best compared isomer or geometry (same formula, charge and spin) ... 162.2 kJ/mol

Positions of all 8 atoms, in Å:
C  0.296  -0.253  0.228
C  -1.178  -0.199  0.688
C  0.310  1.133  -0.440
H  0.187  -1.399  -1.225
H  1.092  -0.264  0.961
N  -2.213  0.220  1.215
N  0.822  2.068  -0.912
O  0.684  -1.306  -0.515

***

Below is an isolated molecule of C3H2N2O, with properties calculated with ωB97M-V/def2-TZVPD.

HOMO energy ... -10.226 eV
F_max ... 5.83 eV Å⁻¹
Frontier orbital gap ... 10.8 eV
Energy relative to the best compared isomer or geometry (same formula, charge and spin) ... 173.1 kJ/mol

Positions of all 8 atoms, in Å:
C  -1.638  0.351  -0.031
C  0.828  -0.378  0.192
C  -0.422  0.017  -0.748
N  -2.645  0.528  0.508
N  1.799  -0.211  0.929
O  0.144  -1.313  -0.486
H  -0.101  0.310  -1.651
H  2.035  0.697  1.288

***

Below is an isolated molecule of C3H2N2O2, with properties calculated with ωB97M-V/def2-TZVPD.

HOMO energy ... -11.114 eV
F_max ... 0.96 eV Å⁻¹
Frontier orbital gap ... 10.9 eV
Energy relative to the best compared isomer or geometry (same formula, charge and spin) ... 185.8 kJ/mol

Positions of all 9 atoms, in Å:
O  1.634  -1.452  1.189
C  0.457  -1.200  1.254
C  -0.131  -0.351  0.166
N  -0.103  -0.403  -1.127
C  -0.355  0.914  -1.435
N  -0.530  1.702  -0.415
O  -0.413  0.851  0.660
H  -0.184  -1.382  2.144
H  -0.375  1.322  -2.437